# C56H140F12N7O7P2

A 9-piece molecular cluster, C56H140F12N7O7P2 overall in a non-equilibrium geometry (ωB97M-V/def2-TZVPD, the OMol25 dataset).

Last column: Löwdin charge in e.
Element x y z (Å)
C (-7.3283, 1.8333, 2.8092)  -0.044
C (-6.5391, 2.3919, 1.5907)  -0.133
N (-5.3849, 1.5031, 1.1326)  -0.247
C (-4.5966, 1.1102, 2.3816)  -0.013
C (-5.8620, 0.1847, 0.5226)  -0.105
C (-4.7384, -0.8079, 0.1722)  -0.027
C (-4.3960, 2.3800, 0.3478)  -0.065
C (-5.0074, 2.9387, -0.9182)  -0.169
O (-5.0540, 1.9034, -1.9020)  -0.215
C (-5.9023, 2.1331, -2.9873)  -0.107
H (-8.1301, 2.5543, 2.9642)  0.101
H (-6.8241, 1.7819, 3.7749)  0.069
H (-7.6809, 0.8163, 2.6448)  0.080
H (-6.1353, 3.3267, 1.9733)  0.134
H (-7.1627, 2.5023, 0.7093)  0.130
H (-3.6377, 0.7412, 2.0177)  0.072
H (-5.0906, 0.3217, 2.9385)  0.112
H (-4.2868, 1.9895, 2.9448)  0.113
H (-6.3446, 0.5538, -0.3818)  0.126
H (-6.5739, -0.1892, 1.2501)  0.121
H (-4.0442, -0.7267, -0.6622)  0.055
H (-5.2430, -1.7604, 0.0034)  0.102
H (-4.0386, -0.9037, 1.0032)  0.067
H (-3.4738, 1.8349, 0.1728)  0.110
H (-4.2576, 3.2093, 1.0397)  0.136
H (-4.3417, 3.6802, -1.3693)  0.134
H (-5.9798, 3.3935, -0.7287)  0.128
H (-5.7071, 1.3591, -3.7402)  0.081
H (-5.7655, 3.0391, -3.5856)  0.106
H (-6.9728, 1.9428, -2.8552)  0.104
C (3.9519, 4.3032, 2.3703)  -0.042
C (3.7601, 4.3107, 3.9045)  -0.097
N (2.5131, 3.4990, 4.4339)  -0.253
C (2.1793, 3.9635, 5.8342)  0.031
C (1.3419, 3.8287, 3.5397)  -0.178
C (0.0214, 3.2439, 3.9586)  -0.074
C (2.7446, 2.0080, 4.3592)  -0.067
C (4.1094, 1.4732, 4.8322)  -0.174
O (5.0007, 1.6789, 3.7313)  -0.230
C (6.3225, 1.1788, 3.9282)  -0.067
H (4.7745, 5.0172, 2.2590)  0.100
H (3.1766, 4.8979, 1.8864)  0.071
H (4.2161, 3.3649, 1.8981)  0.083
H (3.6255, 5.2802, 4.3796)  0.135
H (4.5795, 3.8283, 4.4305)  0.114
H (1.3545, 3.3384, 6.1643)  0.085
H (1.7897, 4.9799, 5.9021)  0.120
H (3.1059, 3.9522, 6.4027)  0.117
H (1.5225, 3.5304, 2.5089)  0.109
H (1.3640, 4.9178, 3.6061)  0.140
H (-0.0103, 2.1918, 4.2433)  0.062
H (-0.8761, 3.4708, 3.3793)  0.091
H (-0.4354, 3.7142, 4.8448)  0.075
H (2.7335, 1.7438, 3.3027)  0.145
H (1.9775, 1.4909, 4.9302)  0.117
H (3.9716, 0.4075, 5.0271)  0.133
H (4.5894, 1.9390, 5.6958)  0.134
H (6.9887, 2.0336, 4.0728)  0.097
H (6.7488, 0.5439, 3.1552)  0.093
H (6.4296, 0.6620, 4.8863)  0.093
C (-1.9422, 1.8725, -3.0186)  -0.062
C (-2.4789, 1.3395, -4.3448)  -0.135
N (-1.8866, 0.0514, -4.9500)  -0.238
C (-0.4636, 0.3223, -5.3579)  0.035
C (-1.8974, -1.0503, -3.8759)  -0.142
C (-3.2621, -1.3428, -3.2658)  -0.034
C (-2.8463, -0.3771, -6.0498)  -0.076
C (-2.5793, -1.7048, -6.6966)  -0.186
O (-1.2162, -1.7733, -7.0811)  -0.207
C (-0.8310, -3.0814, -7.4315)  -0.072
H (-2.1516, 1.2964, -2.1143)  0.062
H (-2.4836, 2.7578, -2.6716)  0.080
H (-0.8832, 2.1120, -2.9504)  0.049
H (-2.3316, 2.1043, -5.1080)  0.133
H (-3.5435, 1.1433, -4.2604)  0.090
H (-0.0484, 0.8758, -4.5206)  0.085
H (-0.4598, 0.8068, -6.3300)  0.120
H (-0.0481, -0.6790, -5.4446)  0.088
H (-1.1528, -0.7647, -3.1329)  0.116
H (-1.4960, -1.9000, -4.4257)  0.099
H (-3.7898, -1.9151, -4.0318)  0.088
H (-3.8590, -0.5682, -2.7915)  0.061
H (-3.1275, -2.1326, -2.5224)  0.093
H (-2.7969, 0.4109, -6.8059)  0.147
H (-3.8454, -0.2923, -5.6298)  0.130
H (-3.1322, -1.9256, -7.6146)  0.151
H (-2.8786, -2.5137, -6.0175)  0.127
H (-1.5515, -3.4868, -8.1565)  0.103
H (-0.7628, -3.6994, -6.5334)  0.088
H (0.0558, -3.1452, -8.0633)  0.100
C (3.8612, 6.6089, -3.6739)  -0.020
C (3.1969, 5.4146, -4.3729)  -0.164
N (1.6954, 5.3603, -4.2218)  -0.249
C (1.2139, 4.1792, -5.0488)  0.009
C (1.2320, 5.1665, -2.7651)  -0.137
C (1.8420, 3.9973, -2.0025)  -0.045
C (0.9923, 6.5709, -4.8447)  -0.082
C (1.1909, 6.8180, -6.3093)  -0.222
O (2.4092, 7.4963, -6.5139)  -0.179
C (2.3943, 8.1531, -7.7929)  -0.063
H (3.3351, 7.5113, -3.9844)  0.074
H (4.8750, 6.7343, -4.0425)  0.105
H (3.7237, 6.4728, -2.6021)  0.080
H (3.6647, 4.4680, -4.1051)  0.128
H (3.3594, 5.5134, -5.4474)  0.124
H (0.1381, 4.2369, -5.1935)  0.113
H (1.3893, 3.2602, -4.4868)  0.086
H (1.8092, 4.1016, -5.9522)  0.110
H (0.1666, 4.9794, -2.9274)  0.115
H (1.1882, 6.1548, -2.3106)  0.136
H (2.2956, 4.3636, -1.0811)  0.080
H (2.4650, 3.3020, -2.5598)  0.078
H (1.0648, 3.3611, -1.5701)  0.061
H (1.3566, 7.4472, -4.3065)  0.137
H (-0.0486, 6.5115, -4.5269)  0.140
H (0.3109, 7.3402, -6.7013)  0.146
H (1.1952, 5.9359, -6.9628)  0.128
H (2.0815, 7.5291, -8.6316)  0.098
H (3.4065, 8.4676, -8.0469)  0.100
H (1.8452, 9.0958, -7.8171)  0.102
C (-1.5850, -4.9782, 2.1812)  -0.043
C (-0.4211, -5.8268, 2.7147)  -0.146
N (0.4107, -6.4925, 1.6130)  -0.250
C (1.5639, -7.1787, 2.2733)  0.011
C (-0.4625, -7.4466, 0.8517)  -0.166
C (0.2108, -8.2676, -0.2333)  -0.036
C (0.9149, -5.3898, 0.6891)  -0.078
C (1.7393, -4.2710, 1.3010)  -0.201
O (3.0104, -4.7429, 1.6499)  -0.186
C (3.9898, -3.7305, 1.8276)  -0.063
H (-2.3780, -4.9944, 2.9307)  0.088
H (-2.0892, -5.3948, 1.3105)  0.078
H (-1.2763, -3.9647, 1.9311)  0.074
H (-0.6567, -6.6168, 3.4280)  0.137
H (0.2576, -5.2166, 3.3115)  0.114
H (2.2063, -7.5194, 1.4641)  0.104
H (1.2416, -8.1458, 2.6733)  0.120
H (2.1172, -6.7435, 3.0986)  0.116
H (-1.3276, -6.9838, 0.3827)  0.120
H (-0.8342, -8.1560, 1.5941)  0.140
H (1.1801, -8.6704, 0.0634)  0.081
H (0.3441, -7.6643, -1.1305)  0.070
H (-0.4137, -9.1431, -0.3995)  0.105
H (0.0430, -5.0222, 0.1469)  0.115
H (1.4621, -5.9030, -0.1018)  0.124
H (1.2888, -3.7470, 2.1520)  0.121
H (1.7479, -3.5067, 0.5125)  0.124
H (4.9011, -4.1047, 2.2860)  0.103
H (3.5477, -2.9778, 2.4894)  0.090
H (4.2435, -3.2795, 0.8646)  0.061
C (4.5791, -0.7666, -1.3497)  -0.039
C (4.9244, -1.5175, -2.6438)  -0.126
N (3.6963, -2.1668, -3.2968)  -0.244
C (2.5465, -1.1946, -3.4406)  0.000
C (4.1167, -2.5655, -4.7405)  -0.121
C (3.2047, -3.6189, -5.3925)  -0.021
C (3.1997, -3.3156, -2.4244)  -0.077
C (4.2114, -4.4138, -2.1021)  -0.193
O (4.8862, -4.9005, -3.2337)  -0.196
C (5.8189, -5.9130, -2.9512)  -0.066
H (4.4666, -1.3949, -0.4681)  0.063
H (3.6210, -0.2645, -1.4672)  0.052
H (5.3395, -0.0063, -1.1806)  0.091
H (5.6295, -2.3328, -2.5086)  0.126
H (5.2591, -0.8314, -3.4203)  0.130
H (2.9207, -0.2049, -3.6957)  0.110
H (2.0138, -1.2211, -2.4923)  0.092
H (1.8183, -1.4658, -4.2020)  0.080
H (5.1221, -2.9388, -4.5539)  0.118
H (4.1991, -1.6251, -5.2829)  0.129
H (3.5755, -4.0494, -6.3163)  0.104
H (2.2653, -3.1047, -5.6104)  0.061
H (2.9570, -4.3566, -4.6370)  0.068
H (2.3182, -3.5090, -3.0304)  0.086
H (2.8595, -2.9110, -1.4712)  0.118
H (3.7030, -5.2195, -1.5602)  0.132
H (4.9490, -4.0765, -1.3616)  0.119
H (5.3205, -6.7807, -2.5079)  0.101
H (6.6447, -5.5295, -2.3443)  0.100
H (6.2505, -6.2887, -3.8781)  0.104
C (-4.7333, 1.0480, 7.2503)  -0.039
C (-3.4566, 0.2765, 6.9437)  -0.168
N (-2.3724, 0.4591, 7.9941)  -0.247
C (-1.8615, 1.8486, 7.9745)  0.000
C (-2.9005, 0.1855, 9.4367)  -0.118
C (-3.4614, -1.2466, 9.6417)  -0.027
C (-1.2563, -0.5572, 7.7467)  -0.073
C (-0.2340, -0.1293, 6.6907)  -0.185
O (-0.7798, 0.0160, 5.3758)  -0.228
C (-1.1163, -1.2064, 4.7173)  -0.073
H (-5.3684, 1.0096, 6.3654)  0.084
H (-4.5256, 2.1111, 7.3647)  0.086
H (-5.2236, 0.5960, 8.1091)  0.091
H (-2.9896, 0.7692, 6.0904)  0.113
H (-3.6883, -0.7520, 6.6810)  0.129
H (-0.9852, 1.9516, 8.6109)  0.125
H (-2.6354, 2.5497, 8.2786)  0.113
H (-1.5938, 2.1797, 6.9706)  0.101
H (-3.6421, 0.9660, 9.6009)  0.120
H (-2.0819, 0.5083, 10.0780)  0.134
H (-2.6697, -1.9955, 9.7088)  0.083
H (-4.0189, -1.6523, 8.7947)  0.080
H (-4.0706, -1.3187, 10.5386)  0.102
H (-1.6113, -1.5399, 7.4548)  0.132
H (-0.6437, -0.5493, 8.6498)  0.151
H (0.5489, -0.8896, 6.6172)  0.140
H (0.1788, 0.8526, 6.9128)  0.106
H (-1.4355, -1.0063, 3.6996)  0.079
H (-1.8305, -1.7836, 5.3103)  0.079
H (-0.2326, -1.8536, 4.6725)  0.094
P (-0.4221, -4.7885, -3.1354)  0.219
F (0.3072, -3.6145, -3.9637)  -0.167
F (-0.4621, -3.7388, -1.9218)  -0.166
F (-1.8439, -4.3102, -3.7943)  -0.166
F (-1.3373, -5.7986, -2.1999)  -0.181
F (-0.2195, -5.8763, -4.3361)  -0.144
F (0.8969, -5.5270, -2.4810)  -0.177
P (-0.1134, 0.3168, 0.2808)  0.165
F (0.0758, 1.1326, -1.1035)  -0.172
F (-1.5203, 0.9546, 0.6942)  -0.157
F (-0.7749, -0.9450, -0.5045)  -0.155
F (-0.1732, -0.6188, 1.6154)  -0.177
F (1.3655, -0.2092, 0.0215)  -0.152
F (0.4874, 1.6164, 1.1050)  -0.187

Results
Highest occupied orbital energy   -17.9 eV
DFT total energy   -5007.2613 Eh
Kohn-Sham gap   9.28 eV
Total charge   +5